Density functional theory data (ωB97M-V/def2-TZVPD) for one molecule with the formula C4H10N2OS at a distorted geometry.

Values from the calculation:
E_LUMO (eV): 0.71
Orbital gap (hartree): 0.345
Energy relative to the best compared isomer or geometry (same formula, charge and spin) (kcal/mol): 31.88
HOMO energy (eV): -8.7
E (eV): -20172.5402

Last columns: bonded neighbours and bond lengths (Å).
CARTESIAN COORDINATES (ANGSTROEM)
1 O -2.027 1.483 -0.134  C2 1.201
2 C -1.095 1.992 -0.694  O1 1.201, N3 1.386, H9 1.120
3 N 0.182 1.455 -0.656  C2 1.386, C4 1.467, H10 1.007
4 C 0.547 0.103 -0.216  N3 1.467, C5 1.578, C7 1.539, H11 1.084
5 C -0.287 -0.860 -1.147  C4 1.578, S6 1.823, H12 1.082, H13 1.072
6 S 0.203 -2.609 -0.985  C5 1.823, H14 1.342
7 C 0.158 0.052 1.272  C4 1.539, N8 1.458, H15 1.104, H16 1.093
8 N 1.095 -0.625 2.161  C7 1.458, H17 1.002, H18 1.007
9 H -1.127 2.791 -1.479  C2 1.120
10 H 0.924 2.008 -1.053  N3 1.007
11 H 1.584 -0.068 -0.480  C4 1.084
12 H -1.322 -0.781 -0.843  C5 1.082
13 H -0.058 -0.587 -2.157  C5 1.072
14 H -1.009 -3.180 -1.075  S6 1.342
15 H 0.013 1.067 1.683  C7 1.104
16 H -0.805 -0.443 1.424  C7 1.093
17 H 1.029 -1.607 2.349  N8 1.002
18 H 1.994 -0.191 2.029  N8 1.007

Here are the natural (NBO) charges for atoms 1 to 2, given in e: atom 1 (O): -0.5990, atom 2 (C): 0.5281

---

Density functional theory data (ωB97M-V/def2-TZVPD) for one molecule with the formula C4H10N2OSi2 at a distorted geometry.

Values from the calculation:
E_LUMO (spin up / spin down) (eV): 0.69 / 0.00
Spin multiplicity: 3
Orbital gap (spin up / spin down) (hartree): 0.186 / 0.342
HOMO energy (spin up / spin down) (eV): -4.4 / -9.3
E (eV): -25088.8676
⟨S²⟩: 2.0228

Last columns: bonded neighbours and bond lengths (Å).
CARTESIAN COORDINATES (ANGSTROEM)
1 C 2.828 0.635 -0.204  C2 1.361, C3 1.397, H10 1.063
2 C 1.731 1.299 0.252  C1 1.361, N5 1.362, H11 1.129
3 C 2.434 -0.662 -0.544  C1 1.397, N6 1.424, H12 1.076
4 C 0.363 -1.872 -0.229  N6 1.351, H13 1.044, H14 1.044
5 N 0.654 0.466 0.285  C2 1.362, N6 1.334, Si9 1.867
6 N 1.085 -0.738 -0.095  C3 1.424, C4 1.351, N5 1.334
7 O -2.113 0.749 0.318  Si8 1.730, Si9 1.575
8 Si -3.020 -0.633 -0.194  O7 1.730, H15 1.574, H16 1.476, H17 1.541
9 Si -0.809 1.562 0.664  N5 1.867, O7 1.575, H18 1.507, H19 1.396
10 H 3.697 1.177 -0.488  C1 1.063
11 H 1.679 2.427 0.266  C2 1.129
12 H 2.889 -1.603 -0.796  C3 1.076
13 H -0.569 -1.997 0.225  C4 1.044
14 H 0.988 -2.673 -0.472  C4 1.044
15 H -4.176 0.296 -0.721  Si8 1.574
16 H -2.509 -1.426 -1.328  Si8 1.476
17 H -3.644 -1.327 1.033  Si8 1.541
18 H -0.617 2.890 -0.022  Si9 1.507
19 H -0.891 1.432 2.052  Si9 1.396

Here are the natural (NBO) charges for atoms 1 to 2, given in e: atom 1 (C): -0.2939, atom 2 (C): -0.1035

---

Density functional theory data (ωB97M-V/def2-TZVPD) for one molecule with the formula C4H10N2S at a distorted geometry.

Values from the calculation:
E_LUMO (eV): 0.96
Orbital gap (hartree): 0.347
Energy relative to the best compared isomer or geometry (same formula, charge and spin) (kcal/mol): 47.91
HOMO energy (eV): -8.5
E (eV): -18123.5071

Last columns: bonded neighbours and bond lengths (Å).
CARTESIAN COORDINATES (ANGSTROEM)
1 C 1.543 0.126 0.546  C2 1.542, H6 1.122, H7 1.094, S17 1.778
2 C 0.746 1.273 -0.108  C1 1.542, C3 1.489, H8 1.163, H9 1.115
3 C -0.702 1.003 -0.328  C2 1.489, H10 1.161, H11 1.109, N15 1.418
4 C -1.563 -1.532 0.596  H13 1.124, H14 1.043, N16 1.249
5 H 1.045 -1.751 -0.523  S17 1.306
6 H 0.874 -0.333 1.321  C1 1.122
7 H 2.394 0.587 1.055  C1 1.094
8 H 0.769 2.161 0.643  C2 1.163
9 H 1.270 1.603 -1.034  C2 1.115
10 H -1.192 0.982 0.725  C3 1.161
11 H -1.120 1.904 -0.821  C3 1.109
12 H -0.533 -0.106 -2.021  N15 1.022
13 H -1.951 -0.690 1.232  C4 1.124
14 H -1.665 -2.539 0.847  C4 1.043
15 N -0.957 -0.163 -1.094  C3 1.418, H12 1.022, N16 1.310
16 N -1.173 -1.348 -0.576  C4 1.249, N15 1.310
17 S 2.215 -1.175 -0.461  C1 1.778, H5 1.306

Here are the natural (NBO) charges for atoms 1 to 2, given in e: atom 1 (C): -0.5550, atom 2 (C): -0.4152